The following is a DFT calculation (ωB97M-V/def2-TZVPD) of a cluster of 11 separate species, C40H105F6N5O20P in total.

Each line ends with the Mulliken charge.
Cartesian coordinates (Å):
P -1.175281 -0.815941 -0.522712  2.09
F -0.719361 0.761199 -0.691212  -0.14
F -0.910051 -0.468391 1.074558  -0.21
F -2.672281 -0.354361 -0.261332  -0.80
F -1.446541 -2.421191 -0.280252  -0.55
F -1.616201 -1.108091 -2.108852  -0.02
F 0.303549 -1.118391 -0.959032  -0.57
C -0.447161 2.869999 -3.449632  -0.27
O -1.513381 3.131439 -4.364722  -0.60
C -2.704911 3.570759 -3.857502  -0.88
C -3.518851 2.513849 -3.084602  0.46
N -4.145831 1.494719 -3.998772  -0.42
C -4.706801 0.395419 -3.220972  0.81
C -6.227471 0.660029 -2.955822  -0.92
O -6.637631 -0.230871 -1.944932  -0.33
C -6.244121 0.137379 -0.675872  -0.60
H 0.381839 3.563919 -3.588642  0.42
H -0.017661 1.909389 -3.733962  0.15
H -0.634691 2.894309 -2.376162  0.00
H -3.346931 3.940679 -4.656912  0.39
H -2.368971 4.436619 -3.286942  0.49
H -4.308271 3.004519 -2.515262  0.32
H -2.753111 2.098969 -2.429142  -0.35
H -3.436641 1.130409 -4.618782  0.50
H -4.054571 0.183789 -2.373682  -0.55
H -4.805471 -0.533181 -3.783162  0.11
H -6.692101 0.369659 -3.898102  0.34
H -6.293801 1.719959 -2.710352  0.37
H -5.234701 -0.118461 -0.353822  0.06
H -6.955741 -0.488971 -0.137942  0.35
H -6.377001 1.211009 -0.542602  0.42
C 2.775809 -0.852261 -3.881342  -1.02
O 4.025609 -0.142921 -3.824252  0.36
C 4.830819 -0.167181 -5.072402  -0.72
C 5.780369 1.053019 -5.260142  -1.11
N 6.392299 1.557749 -4.017292  -0.03
C 7.414879 0.698849 -3.443432  -0.69
C 7.880689 0.992489 -2.047562  -0.89
O 6.866979 1.345979 -1.107422  0.30
C 7.367719 1.762939 0.249478  -0.88
H 2.381529 -1.014661 -2.878212  -0.38
H 2.965749 -1.865021 -4.236782  0.51
H 1.964819 -0.344211 -4.403152  0.58
H 4.208559 -0.278201 -5.960412  0.47
H 5.413749 -1.081041 -5.187112  0.40
H 5.226659 1.914669 -5.633082  0.45
H 6.443259 0.895559 -6.110952  0.37
H 6.829959 2.454649 -4.172612  0.27
H 8.341469 0.732259 -4.016522  0.45
H 7.047789 -0.317631 -3.585242  0.15
H 8.574599 1.828519 -2.134992  0.45
H 8.437429 0.093599 -1.782722  0.36
H 6.450829 1.807939 0.837178  0.11
H 7.944859 2.683579 0.335758  0.27
H 7.878089 0.895409 0.667818  0.37
C 5.179209 4.453589 -1.517222  -0.81
O 4.109119 3.500209 -1.623002  -0.27
C 3.382849 3.309209 -0.423062  -1.01
C 2.176339 2.426099 -0.712412  0.99
N 2.598349 1.065529 -1.150042  0.11
C 3.047009 0.311849 0.008048  0.91
C 3.833379 -0.971991 -0.369022  -1.58
O 4.943119 -0.725051 -1.270782  0.56
C 5.549939 -1.900601 -1.739042  -1.21
H 4.690609 5.342249 -1.117662  0.40
H 5.596619 4.631089 -2.508362  0.25
H 6.019859 4.241739 -0.856512  0.15
H 3.074219 4.300949 -0.092442  0.53
H 3.991919 3.079609 0.451248  0.33
H 1.601469 2.836599 -1.542542  -0.10
H 1.572829 2.273549 0.182358  -0.38
H 1.735429 0.581469 -1.352932  -0.37
H 2.160229 0.003209 0.561648  -0.66
H 3.580849 0.920369 0.737998  0.72
H 3.237079 -1.784421 -0.784342  0.04
H 4.326809 -1.363701 0.520458  0.41
H 6.525219 -1.731901 -2.195632  0.12
H 4.992959 -2.413171 -2.523352  0.26
H 5.642729 -2.677501 -0.980152  0.44
C 3.835079 5.648579 2.274278  -0.73
O 2.707699 4.843419 2.292778  -0.05
C 1.889069 4.991859 3.471308  -1.18
C 0.891119 3.715949 3.516658  -0.03
N 1.620619 2.520059 3.870528  -0.38
C 0.928529 1.346019 3.435818  0.16
C 1.744409 0.032419 3.657858  -0.18
O 3.116879 0.071889 3.296948  -0.29
C 3.936009 -1.071091 3.509908  -0.64
H 3.674429 6.701439 2.506138  0.38
H 4.240559 5.675729 1.262868  0.04
H 4.626189 5.284599 2.929848  0.37
H 1.321549 5.921449 3.427828  0.48
H 2.538559 5.099999 4.339968  0.47
H 0.381599 3.662209 2.554578  -0.04
H 0.115979 3.935019 4.251008  0.42
H 2.550439 2.518809 3.476168  0.36
H 0.809189 1.368799 2.352608  -0.58
H -0.061521 1.295209 3.888938  0.45
H 1.294309 -0.730191 3.022298  -0.50
H 1.733369 -0.349211 4.678808  0.78
H 3.447849 -2.013851 3.262928  0.06
H 4.191219 -1.281911 4.548428  0.35
H 4.845899 -0.919301 2.929258  0.26
C -8.129981 -0.723591 9.421158  -0.79
O -7.270711 -1.633591 8.729708  -0.33
C -6.195891 -1.004401 8.033858  -0.32
C -5.255971 -2.054941 7.320138  -0.80
N -4.205361 -1.397571 6.547698  -0.19
C -3.393771 -2.238851 5.702438  -1.15
C -2.357971 -1.408411 4.968668  -0.18
O -2.784661 -0.318551 4.150138  -0.34
C -3.482861 -0.606621 2.962078  -0.13
H -7.680171 0.130109 9.928078  0.31
H -8.689631 -1.162781 10.246988  0.30
H -9.004691 -0.423231 8.844308  0.30
H -5.575401 -0.594521 8.830778  0.29
H -6.610661 -0.297321 7.315458  0.34
H -5.701041 -2.838901 6.707418  0.41
H -4.845781 -2.705191 8.092808  0.32
H -4.675391 -0.782871 5.898588  0.16
H -3.849021 -2.916691 4.980368  0.41
H -2.900601 -2.968811 6.344338  0.56
H -1.836051 -2.107441 4.315168  0.23
H -1.671261 -0.978291 5.697728  0.35
H -3.669321 0.246769 2.310118  -0.14
H -4.449001 -1.105431 3.038628  0.49
H -2.901181 -1.195991 2.253288  -0.11
C -1.707551 -1.604541 -5.517202  0.23
C -1.201481 -0.159681 -5.438082  0.74
O -2.140291 0.882379 -5.758332  -0.77
O -2.062391 -2.041631 -6.853772  -0.63
H -2.616921 -1.600101 -4.916252  -0.01
H -1.024091 -2.247251 -4.962312  0.05
H -0.257081 -0.072921 -5.975372  0.41
H -0.793881 -0.014531 -4.437632  -0.89
H -1.786541 1.667119 -5.333322  0.42
H -2.781751 -1.530301 -7.231462  0.35
C 0.324779 -3.919511 -2.562352  1.61
C 0.141849 -5.100481 -1.592832  -0.42
O -0.839451 -6.010241 -2.083692  -0.61
O 1.145679 -4.417301 -3.634682  -0.58
H 0.888409 -3.120521 -2.080642  -0.66
H -0.620951 -3.432841 -2.800782  -0.54
H -0.254511 -4.676061 -0.670412  0.17
H 1.011109 -5.673071 -1.269372  0.37
H -1.422271 -6.300881 -1.378392  0.35
H 0.707199 -5.217661 -3.932612  0.39
C 1.039029 -3.719641 2.085668  0.44
C 1.831579 -4.884661 2.674118  -1.03
O 1.546949 -6.147911 2.153788  -0.58
O 1.436729 -3.278621 0.822058  -0.37
H 0.953709 -2.892421 2.790318  0.01
H 0.003589 -4.060171 2.086058  0.27
H 1.593239 -4.906131 3.737528  0.37
H 2.896909 -4.696401 2.541028  0.36
H 2.073269 -6.229471 1.355078  0.33
H 0.782559 -2.656521 0.495478  -0.23
C -3.735021 2.717099 1.269878  -0.04
C -2.209151 2.785949 1.762168  0.06
O -1.317791 2.778839 0.675318  -0.48
O -4.654631 3.031589 2.234268  -0.63
H -3.894091 1.762519 0.768308  -0.27
H -3.834501 3.524419 0.544318  0.43
H -2.067231 1.968639 2.469248  -0.09
H -1.954441 3.754839 2.191668  0.50
H -1.058901 1.895069 0.404158  -0.09
H -4.380041 2.801829 3.125008  0.39
C -3.767011 -3.585901 -1.817892  0.96
C -5.177871 -4.112541 -1.929232  -0.80
O -6.092351 -3.155571 -1.357482  -0.52
O -3.389011 -2.830361 -2.927892  -0.53
H -2.994301 -4.352591 -1.761272  -0.39
H -3.694271 -2.835681 -1.030502  -0.01
H -5.191171 -5.062141 -1.394262  0.43
H -5.417791 -4.291311 -2.977372  0.24
H -6.235781 -2.478231 -2.022482  0.28
H -2.777261 -2.138411 -2.666032  0.02

Cartesian forces (eV/Å) of the 2 atoms listed first:
P -0.8972 0.7009 0.1439
F -0.5495 -0.1871 -1.8231

Summary:
- Net charge: -1
- Energy above the lowest of the compared OMol25 structures with the same formula, charge and spin: 355.1 kJ/mol

---

The following is a DFT calculation (ωB97M-V/def2-TZVPD) of a cluster of 9 separate species, C40H107N9O11 in total.

Each line ends with the Mulliken charge.
Cartesian coordinates (Å):
C -1.226953 5.886839 5.499356  -0.66
O -2.159947 5.148997 4.666997  -0.36
C -1.724013 3.839352 4.354067  -0.38
C -2.713528 3.163979 3.415164  0.26
C -2.201237 1.845351 2.790936  0.23
N -2.966224 4.108773 2.295010  -0.39
H -1.736866 6.873610 5.662180  0.21
H -0.275498 5.938850 4.972606  0.23
H -1.128870 5.367706 6.425694  0.33
H -0.757849 3.898837 3.824062  -0.14
H -1.572066 3.235742 5.295546  0.43
H -3.632180 2.946648 3.968878  0.39
H -1.828107 1.140324 3.559962  0.52
H -1.432548 2.146461 2.093962  -0.36
H -3.050873 1.340834 2.314162  -0.62
H -3.775389 3.919537 1.766043  -0.04
H -3.143555 5.043656 2.664149  0.26
C 1.419052 0.450761 2.456586  -0.26
O 2.798212 0.426066 2.670344  -0.53
C 3.250188 1.842989 2.743009  0.01
C 4.711612 2.067621 3.085215  0.46
C 4.986805 3.559211 2.945646  -1.40
N 5.557131 1.309437 2.152562  -0.51
H 1.121638 -0.576961 2.409839  0.37
H 1.180723 0.945864 1.471413  -0.13
H 0.869391 0.902772 3.271523  0.44
H 3.015461 2.290341 1.714639  -0.94
H 2.593740 2.315651 3.432558  0.82
H 4.930254 1.823852 4.180074  0.16
H 5.912720 3.910476 3.429917  0.48
H 4.278979 4.199673 3.552425  0.30
H 4.966322 3.985806 1.916326  0.14
H 6.573758 1.484692 2.365031  0.25
H 5.281596 0.384195 2.211854  0.22
C 0.826602 -6.034575 -1.925761  -0.26
O -0.111718 -5.461427 -2.768764  -0.39
C 0.432358 -4.205441 -3.310914  0.22
C -0.450543 -3.707564 -4.372974  0.12
C 0.100423 -2.462102 -5.103126  -1.22
N -1.804517 -3.319840 -3.975001  -0.53
H 1.787280 -6.338211 -2.435525  0.32
H 0.383696 -6.979903 -1.573741  0.36
H 1.134275 -5.412215 -1.084703  -0.10
H 0.584532 -3.557102 -2.451997  -0.40
H 1.405248 -4.496082 -3.835450  0.58
H -0.693983 -4.480455 -5.148213  0.48
H -0.527251 -2.288051 -5.998519  0.38
H 1.130318 -2.718777 -5.515264  0.41
H 0.240197 -1.590017 -4.531949  -0.05
H -2.400102 -4.139870 -3.683591  0.34
H -1.865433 -2.588113 -3.218346  -0.12
C 4.707132 5.717843 -0.581044  -0.65
O 3.597205 6.074554 0.116566  -0.44
C 2.655686 5.016978 0.094097  0.29
C 1.365546 5.448200 0.768610  0.55
C 1.601183 5.906195 2.175978  -1.38
N 0.459930 4.290224 0.810889  -0.05
H 5.292153 5.111558 0.078003  0.24
H 5.355924 6.597658 -0.718110  0.26
H 4.493315 5.185827 -1.500747  0.26
H 2.493588 4.715640 -0.935603  0.45
H 3.025468 4.212385 0.639664  -0.54
H 1.029726 6.244138 0.068653  0.20
H 2.419158 6.623549 2.176111  0.48
H 1.834960 5.098884 2.893089  0.05
H 0.728769 6.381402 2.585554  0.37
H 0.232958 4.039167 -0.150841  0.01
H -0.379758 4.510938 1.349830  0.02
C -3.400612 -5.696778 -1.125097  -0.66
O -3.628701 -4.378382 -0.644110  -0.37
C -2.520416 -3.701277 -0.225922  0.06
C -3.192758 -2.315665 0.193533  1.02
C -4.022082 -2.552861 1.453881  -1.76
N -4.007171 -1.765538 -0.896371  -0.43
H -4.279988 -6.030494 -1.625722  0.29
H -3.194864 -6.393558 -0.267377  0.24
H -2.491784 -5.642326 -1.753891  0.15
H -2.038229 -4.250761 0.619258  0.28
H -1.751450 -3.621431 -1.056307  -0.10
H -2.391101 -1.601203 0.408998  -0.26
H -4.496777 -3.538015 1.322365  0.33
H -4.721543 -1.776363 1.651813  0.45
H -3.330544 -2.601049 2.372123  0.31
H -3.570482 -1.552168 -1.789539  0.12
H -4.820248 -2.389903 -1.065581  0.33
C 0.635252 -1.355240 -0.927260  -0.58
O -0.366508 -1.128224 -1.936543  0.94
C -0.287396 0.208905 -2.430367  -0.49
C -0.534272 1.352743 -1.379344  2.14
C -2.016713 1.367753 -1.074747  -1.08
N -0.158507 2.640438 -2.059552  -0.86
H 1.683590 -1.275582 -1.354876  0.01
H 0.552995 -2.357595 -0.626959  -0.20
H 0.535183 -0.797125 -0.009389  0.16
H 0.740804 0.221304 -2.826743  0.11
H -0.979003 0.279823 -3.247502  -0.02
H 0.149718 1.307690 -0.565383  -0.42
H -2.332859 0.483222 -0.534427  -0.44
H -2.495661 1.472109 -2.043830  -0.35
H -2.334626 2.208566 -0.465084  0.54
H -0.696109 2.710082 -2.930194  0.33
H 0.833690 2.667112 -2.361528  -0.03
C 2.494232 2.371191 -4.612491  -0.95
O 2.990306 2.113719 -3.290563  -0.09
C 3.807526 0.934020 -3.100533  -0.70
C 4.435200 0.954685 -1.717924  0.43
C 5.335257 -0.303865 -1.665748  -1.38
N 3.401565 0.820962 -0.730433  0.43
H 1.854808 3.289315 -4.474672  0.21
H 1.861370 1.589020 -4.831252  0.39
H 3.318496 2.504339 -5.323129  0.34
H 3.188032 0.010256 -3.245221  0.07
H 4.554283 0.962201 -3.935992  0.54
H 5.063238 1.839738 -1.538737  0.30
H 6.013010 -0.353207 -2.496337  0.48
H 4.605609 -1.143603 -1.543280  0.11
H 6.007385 -0.301900 -0.800848  0.33
H 3.695767 1.102999 0.180216  -0.16
H 2.616819 1.436446 -0.904640  -0.22
C 3.379156 -4.408346 0.396528  -0.83
O 2.046222 -3.971475 0.460155  0.17
C 1.222490 -4.905859 1.126314  -0.14
C 1.318517 -4.914955 2.633669  -0.93
N 0.718356 -6.147902 3.157028  -0.27
C 1.667331 -7.248808 3.336838  -0.43
C 1.030630 -8.283261 4.252135  -0.71
O 0.758503 -7.648963 5.491997  -0.31
C -0.005041 -8.473925 6.388869  -0.73
H 3.971042 -3.620694 -0.040848  0.13
H 3.488580 -5.252017 -0.258506  0.29
H 3.895361 -4.688592 1.347382  0.25
H 1.285517 -5.938792 0.807873  0.17
H 0.207022 -4.638525 0.886497  -0.08
H 0.745141 -4.062717 2.981984  0.41
H 2.349174 -4.703514 2.945424  0.36
H 0.338464 -5.883142 4.059768  0.33
H 2.534671 -6.871194 3.875807  0.30
H 1.929803 -7.768974 2.394154  0.25
H 1.784074 -9.041816 4.458982  0.38
H 0.167843 -8.766686 3.827453  0.44
H -0.804997 -9.000628 5.886809  0.34
H -0.471953 -7.747795 7.079132  0.23
H 0.632957 -9.141202 6.999869  0.25
C -5.506409 1.526853 0.966721  -0.75
O -4.979600 2.648358 0.233891  0.06
C -5.930318 3.339947 -0.563080  -0.69
C -5.179405 4.115394 -1.659893  -0.69
N -4.716966 3.240887 -2.742772  -0.35
C -3.881863 3.943940 -3.684936  -0.42
C -3.464145 3.129293 -4.892020  -0.98
O -2.443423 2.129999 -4.632094  -0.12
C -2.213176 1.268978 -5.768124  -0.65
H -6.477274 1.717082 1.422103  0.48
H -4.800925 1.274618 1.800778  -0.01
H -5.598126 0.637915 0.314453  0.29
H -6.463149 4.136011 0.085375  0.29
H -6.663994 2.643120 -0.972257  0.41
H -4.355565 4.592452 -1.152240  0.37
H -5.741597 4.937231 -2.038097  0.50
H -4.246300 2.395843 -2.346122  0.17
H -2.913853 4.276581 -3.143943  0.22
H -4.329215 4.917877 -3.839977  0.57
H -3.059836 3.844334 -5.593264  0.44
H -4.321481 2.646974 -5.366261  0.40
H -3.101957 0.771732 -6.103286  0.32
H -1.507306 0.502218 -5.526080  0.05
H -1.812925 1.904219 -6.575600  0.31

Cartesian forces (eV/Å) of the 2 atoms listed first:
C -1.8174 0.1177 -1.3832
O 0.2029 0.2028 0.4454

Summary:
- Net charge: 0
- SMILES: COC[C@H](C)N.COC[C@H](C)N.COC[C@H](C)N.COC[C@H](C)N.COC[C@H](C)N.COC[C@H](C)N.COC[C@H](C)N.COCCNCCOC.COCCNCCOC
- Energy above the lowest of the compared OMol25 structures with the same formula, charge and spin: 109.2 kJ/mol

---

Let's list orbital gap in order: 8.3 9.2 eV.